Record 1
{"formula": "C21H18BrNO5Rh", "method": "ωB97M-V with the def2-TZVPD basis set", "total_charge": -1, "e_tot_ha": -3926.6727, "relative_energy_kcal_mol": 24.16, "fmax_ha_per_bohr": 0.0326, "symbols": ["Rh", "Br", "O", "O", "O", "O", "O", "N", "C", "C", "C", "C", "C", "C", "C", "C", "C", "C", "C", "C", "C", "C", "C", "C", "C", "C", "C", "C", "C", "H", "H", "H", "H", "H", "H", "H", "H", "H", "H", "H", "H", "H", "H", "H", "H", "H", "H"], "coordinates": [[1.06, -0.07, -0.40], [0.53, 0.71, 2.22], [1.52, 2.04, -0.88], [3.01, -3.59, -0.16], [3.36, 3.32, -1.06], [7.03, -0.28, -0.62], [1.32, -2.11, -0.18], [2.97, -0.12, -0.62], [-1.00, -0.39, 2.14], [-2.35, -2.09, 3.17], [-1.45, -1.00, 3.28], [-1.47, -0.75, 0.85], [-1.32, -0.67, -1.56], [-2.20, -1.94, 0.76], [-1.37, 1.52, -0.45], [5.04, 0.97, -0.78], [5.66, -0.26, -0.62], [3.66, 1.00, -0.78], [-2.39, -2.55, -0.52], [-2.66, -2.57, 1.94], [2.55, -2.46, -0.24], [3.54, -1.31, -0.45], [2.78, 2.25, -0.91], [4.92, -1.43, -0.45], [-1.16, 0.01, -0.37], [-2.92, 3.37, -1.11], [-1.88, -1.98, -1.63], [-3.70, 1.68, 0.57], [-2.84, 1.91, -0.67], [-0.75, 1.91, -1.26], [-2.42, 3.54, -2.06], [-3.33, 2.30, 1.39], [-3.68, 0.65, 0.91], [-3.23, 1.28, -1.48], [7.32, -1.20, -0.50], [-3.96, 3.70, -1.20], [-4.74, 1.96, 0.38], [-2.43, 4.01, -0.37], [-1.97, -2.46, -2.60], [-3.25, -3.48, 1.83], [-1.05, -0.72, 4.24], [-1.01, 2.01, 0.46], [5.37, -2.41, -0.31], [5.60, 1.89, -0.91], [-2.70, -2.58, 4.07], [-2.91, -3.50, -0.57], [-1.10, -0.13, -2.48]]}

Record 2
{"formula": "C21H18Cl2MnN3O4Se2Te2", "method": "ωB97M-V with the def2-TZVPD basis set", "total_charge": 1, "e_tot_ha": -8686.3704, "spin_multiplicity": 4, "fmax_ha_per_bohr": 0.0311, "symbols": ["Te", "Te", "Se", "Se", "Mn", "Cl", "Cl", "O", "O", "O", "O", "N", "N", "N", "C", "C", "C", "C", "C", "C", "C", "C", "C", "C", "C", "C", "C", "C", "C", "C", "C", "C", "C", "C", "C", "H", "H", "H", "H", "H", "H", "H", "H", "H", "H", "H", "H", "H", "H", "H", "H", "H", "H"], "coordinates": [[3.78, -1.34, 1.76], [2.34, -0.46, 3.89], [0.12, -0.44, 2.75], [2.13, -0.80, -0.04], [0.15, 0.14, 0.59], [-0.83, 5.39, -2.59], [-5.19, 3.03, -4.83], [-2.98, 1.74, -0.69], [4.93, 1.88, 0.49], [3.01, 5.80, -0.07], [-1.28, 0.33, -0.34], [0.57, 2.05, 0.90], [4.45, 4.20, 0.55], [-2.49, 2.98, -3.88], [3.19, 4.73, 0.46], [-4.31, 6.77, -3.84], [-0.97, 1.21, -3.25], [-2.37, 5.43, -3.37], [4.90, 3.06, 1.28], [-4.98, 5.64, -4.27], [-2.99, 4.27, -3.86], [2.00, 3.97, 1.00], [-0.14, 3.05, -4.57], [0.32, 0.69, -3.22], [-2.09, 0.48, -2.56], [1.06, 4.65, 1.76], [1.38, 1.34, -3.84], [-0.35, 2.74, 1.60], [-1.19, 2.45, -3.88], [-0.14, 4.02, 2.04], [1.72, 2.67, 0.58], [-3.02, 6.66, -3.38], [-2.18, 0.95, -1.11], [1.13, 2.52, -4.54], [-4.33, 4.43, -4.29], [4.22, 2.84, 2.11], [2.42, 2.13, -0.03], [-3.05, 0.66, -3.05], [1.25, 5.67, 2.07], [-6.01, 5.70, -4.60], [-4.81, 7.73, -3.83], [5.15, 4.78, 0.11], [0.50, -0.27, -2.74], [-0.33, 3.95, -5.15], [-1.29, 2.24, 1.80], [5.57, 1.98, -0.22], [1.93, 3.01, -5.07], [5.90, 3.27, 1.67], [-0.92, 4.53, 2.60], [2.37, 0.91, -3.80], [-3.23, 2.30, -3.90], [-2.49, 7.53, -3.00], [-1.90, -0.59, -2.55]]}

Record 3
{"formula": "C21H18Cl2N4O2", "method": "ωB97M-V with the def2-TZVPD basis set", "e_tot_ha": -2100.8974, "relative_energy_kcal_mol": 6.01, "fmax_ha_per_bohr": 0.0301, "smiles": "N#Cc1nc(COc2ccc(Cl)cc2Cl)oc1N1CCN(c2ccccc2)CC1", "symbols": ["Cl", "Cl", "O", "O", "N", "N", "N", "N", "C", "C", "C", "C", "C", "C", "C", "C", "C", "C", "C", "C", "C", "C", "C", "C", "C", "C", "C", "C", "C", "H", "H", "H", "H", "H", "H", "H", "H", "H", "H", "H", "H", "H", "H", "H", "H", "H", "H"], "coordinates": [[-5.99, -1.42, -1.72], [-1.82, -0.85, 1.52], [-2.95, 2.15, 1.81], [0.62, 1.82, 1.02], [-0.07, 1.15, -3.60], [2.43, 1.64, -0.45], [3.04, -0.89, -0.57], [-1.14, 1.77, -0.34], [0.32, -3.37, -0.36], [3.32, 1.24, 0.63], [2.93, 1.25, -1.75], [1.29, -2.52, -0.88], [-3.55, 1.24, 1.00], [1.77, -1.73, 1.33], [-5.47, 0.91, -0.45], [2.91, -0.29, -1.88], [0.81, -2.59, 1.84], [-0.05, 1.36, -2.47], [-3.19, -0.09, 0.77], [-0.74, 1.90, 0.87], [-4.71, 1.70, 0.37], [-5.07, -0.40, -0.68], [2.03, -1.68, -0.04], [0.00, 1.59, -1.10], [0.08, -3.41, 1.00], [1.09, 1.63, -0.24], [-3.94, -0.90, -0.07], [-1.58, 2.10, 2.09], [3.93, -0.14, 0.27], [3.73, -0.61, -2.54], [4.16, -0.71, 1.17], [0.63, -2.61, 2.91], [-0.67, -4.08, 1.40], [2.30, -1.09, 2.02], [4.87, 0.00, -0.28], [-1.33, 1.33, 2.83], [3.95, 1.64, -1.82], [2.75, 1.20, 1.56], [1.96, -0.59, -2.33], [2.33, 1.72, -2.53], [4.11, 1.99, 0.73], [-1.35, 3.08, 2.53], [-3.63, -1.92, -0.24], [-6.36, 1.30, -0.93], [-0.24, -4.00, -1.03], [-4.99, 2.73, 0.56], [1.48, -2.54, -1.94]]}

Record 4
{"formula": "C21H18FeN10O3S2", "method": "ωB97M-V with the def2-TZVPD basis set", "e_tot_ha": -3644.4745, "fmax_ha_per_bohr": 0.0264, "symbols": ["Fe", "S", "S", "O", "O", "O", "N", "N", "N", "N", "N", "N", "N", "N", "N", "N", "C", "C", "C", "C", "C", "C", "C", "C", "C", "C", "C", "C", "C", "C", "C", "C", "C", "C", "C", "C", "C", "H", "H", "H", "H", "H", "H", "H", "H", "H", "H", "H", "H", "H", "H", "H", "H", "H", "H"], "coordinates": [[0.21, 0.09, -0.07], [1.97, -1.28, 0.42], [-0.10, 3.52, -3.41], [1.40, 1.60, -0.65], [0.11, 2.64, -4.54], [-1.17, 4.47, -3.47], [0.37, 0.67, 1.75], [1.21, 0.07, 2.67], [2.86, -1.46, 2.92], [-1.07, -1.38, 0.34], [-1.19, 1.47, -0.10], [-0.38, -1.33, -3.94], [-0.18, 2.59, -2.04], [-0.06, -0.60, -1.94], [-1.13, -2.15, -3.17], [-2.76, -3.57, 0.66], [-2.37, -2.83, 1.68], [-2.58, 3.87, 0.00], [-1.14, 2.27, 1.00], [3.95, 4.85, -2.06], [-1.59, 2.05, -1.30], [-1.46, -2.12, -0.69], [3.25, 3.80, -1.47], [-2.54, 3.17, -1.15], [-1.77, 3.47, 1.11], [-0.23, 2.36, 3.44], [1.05, 2.46, -1.45], [-1.53, -1.73, 1.54], [-2.30, -3.22, -0.54], [-0.91, -1.67, -1.97], [0.26, -0.41, -3.20], [-0.30, 1.71, 2.10], [1.99, 3.52, -1.95], [1.46, 4.24, -2.99], [2.13, 5.28, -3.60], [1.97, -0.84, 2.10], [3.39, 5.58, -3.10], [0.25, 3.34, 3.35], [4.94, 5.11, -1.70], [0.88, 0.36, -3.62], [-0.37, -1.45, -4.94], [-2.74, -3.11, 2.66], [-2.59, -3.80, -1.40], [-1.73, 4.04, 2.02], [0.35, 1.75, 4.12], [-3.15, 3.45, -2.01], [-3.25, 4.71, 0.09], [-1.93, 1.31, -2.01], [2.73, -1.35, 3.91], [3.95, 6.40, -3.54], [-1.20, -1.14, 2.39], [3.29, -2.30, 2.58], [-1.23, 2.52, 3.85], [3.67, 3.22, -0.65], [1.69, 5.84, -4.41]]}

Record 5
{"formula": "C21H18O13", "method": "ωB97M-V with the def2-TZVPD basis set", "e_tot_ha": -1788.7513, "relative_energy_kcal_mol": 9.05, "fmax_ha_per_bohr": 0.2402, "smiles": "O=C1C=C(O)C(=O)C=C1O.O=C1C=C(O)C(=O)C=C1O.O=C1C=C(O)C(=O)C=C1O.CC(C)=O", "symbols": ["O", "O", "O", "O", "O", "O", "O", "O", "O", "O", "O", "O", "O", "C", "C", "C", "C", "C", "C", "C", "C", "C", "C", "C", "C", "C", "C", "C", "C", "C", "C", "C", "C", "C", "H", "H", "H", "H", "H", "H", "H", "H", "H", "H", "H", "H", "H", "H", "H", "H", "H", "H"], "coordinates": [[-1.25, 24.05, 5.77], [-1.90, 28.95, 5.47], [-1.47, 29.04, 8.21], [2.34, 15.69, 5.15], [1.02, 21.75, 10.52], [0.43, 18.73, 4.79], [-1.77, 24.11, 8.50], [3.20, 20.82, 5.49], [3.51, 23.26, 6.50], [1.53, 22.20, 0.75], [0.71, 19.23, 9.37], [2.07, 17.82, 2.86], [0.16, 23.14, 2.90], [-1.66, 26.71, 8.38], [4.50, 16.15, 6.08], [1.50, 21.54, 9.36], [1.57, 19.07, 2.85], [1.32, 20.20, 8.72], [2.60, 20.99, 6.59], [-1.25, 26.39, 5.51], [-1.52, 25.30, 7.81], [0.66, 19.47, 3.90], [1.76, 20.01, 1.72], [-1.34, 25.21, 6.30], [0.62, 21.86, 2.85], [2.79, 22.36, 7.23], [3.56, 15.75, 4.93], [2.23, 22.63, 8.63], [-1.53, 27.79, 6.18], [1.34, 21.39, 1.72], [0.15, 20.83, 3.87], [-1.49, 27.94, 7.62], [1.85, 19.90, 7.32], [4.26, 15.36, 3.67], [-1.90, 28.79, 4.53], [3.58, 15.77, 2.60], [-2.05, 23.38, 7.90], [1.91, 17.50, 3.70], [2.55, 23.73, 8.97], [5.45, 15.50, 5.89], [0.17, 23.50, 3.69], [4.78, 17.18, 5.88], [-1.91, 26.88, 9.38], [1.48, 19.13, 6.79], [3.92, 23.80, 7.17], [-0.41, 21.14, 4.81], [-1.47, 26.30, 4.60], [5.30, 15.79, 3.64], [4.05, 15.98, 6.94], [4.37, 14.30, 3.82], [2.25, 19.71, 0.94], [0.40, 19.51, 10.27]]}

Record 6
{"formula": "C21H19B3F6HgNO25P", "method": "ωB97M-V with the def2-TZVPD basis set", "total_charge": -2, "e_tot_ha": -3916.7453, "relative_energy_kcal_mol": 117.50, "fmax_ha_per_bohr": 0.1357, "symbols": ["Hg", "P", "F", "F", "F", "F", "F", "F", "O", "O", "O", "O", "O", "O", "O", "O", "O", "O", "O", "O", "O", "O", "O", "O", "O", "O", "O", "O", "O", "O", "O", "O", "O", "N", "C", "C", "C", "C", "C", "C", "C", "C", "C", "C", "C", "C", "C", "C", "C", "C", "C", "C", "C", "C", "C", "B", "B", "B", "H", "H", "H", "H", "H", "H", "H", "H", "H", "H", "H", "H", "H", "H", "H", "H", "H", "H", "H"], "coordinates": [[-20.65, 19.02, 3.68], [-20.28, 18.63, 7.23], [-19.30, 18.86, 5.92], [-19.23, 17.49, 7.71], [-21.41, 18.31, 8.38], [-19.55, 19.85, 8.08], [-21.16, 19.80, 6.61], [-21.14, 17.51, 6.50], [-16.56, 18.91, 6.11], [-17.22, 14.59, 4.21], [-20.20, 19.41, -1.38], [-17.78, 13.22, 2.28], [-16.24, 20.44, 2.96], [-15.92, 19.65, -0.25], [-14.13, 16.70, -0.52], [-19.71, 16.97, 4.06], [-17.72, 18.53, 0.96], [-18.56, 15.55, 2.61], [-13.71, 19.57, -0.22], [-22.94, 19.08, 3.95], [-19.92, 18.81, 1.53], [-14.94, 14.17, 0.49], [-17.96, 19.04, -1.35], [-14.54, 22.08, 3.53], [-14.92, 20.00, 4.90], [-18.15, 19.47, 3.75], [-12.67, 23.16, 2.89], [-17.60, 16.08, 5.90], [-16.76, 11.89, 0.60], [-16.27, 14.97, 1.96], [-13.90, 19.93, 2.74], [-12.03, 20.52, 1.60], [-16.38, 17.31, -0.63], [-23.06, 18.92, 2.54], [-17.81, 15.54, 4.79], [-16.90, 12.92, 1.26], [-25.27, 17.78, 2.70], [-16.07, 19.43, 5.09], [-23.66, 19.83, 0.34], [-18.97, 18.87, 0.74], [-24.25, 18.54, -0.01], [-19.17, 19.18, -0.78], [-23.74, 17.34, 0.72], [-14.78, 19.05, -0.24], [-24.63, 20.95, 2.43], [-15.95, 14.14, 1.12], [-23.41, 20.16, 1.83], [-16.99, 19.75, 3.82], [-23.13, 16.37, 3.05], [-23.72, 17.62, 2.24], [-22.33, 21.27, 1.95], [-12.93, 20.82, 2.38], [-15.05, 17.51, -0.55], [-13.37, 22.15, 2.95], [-18.89, 16.08, 3.83], [-17.47, 14.58, 2.76], [-14.91, 20.62, 3.53], [-16.99, 18.64, -0.31], [-24.11, 18.42, -1.08], [-25.73, 16.82, 2.45], [-24.71, 22.01, 2.23], [-24.22, 16.41, 0.41], [-22.78, 19.71, -0.30], [-22.07, 21.45, 2.99], [-23.81, 15.53, 2.96], [-23.87, 19.10, 4.20], [-21.40, 20.98, 1.45], [-22.15, 16.01, 2.75], [-25.86, 18.47, 2.10], [-22.67, 17.25, 0.54], [-23.03, 16.58, 4.12], [-24.11, 20.66, -0.20], [-25.41, 17.95, 3.77], [-25.53, 20.53, 1.99], [-24.72, 20.66, 3.48], [-22.52, 22.21, 1.42], [-25.33, 18.68, -0.02]]}

Record 7
{"formula": "C21H19BN7Ti", "method": "ωB97M-V with the def2-TZVPD basis set", "total_charge": 3, "e_tot_ha": -2068.4112, "fmax_ha_per_bohr": 0.0183, "symbols": ["Ti", "N", "N", "N", "N", "N", "N", "N", "C", "C", "C", "C", "C", "C", "C", "C", "C", "C", "C", "C", "C", "C", "C", "C", "C", "C", "C", "C", "C", "B", "H", "H", "H", "H", "H", "H", "H", "H", "H", "H", "H", "H", "H", "H", "H", "H", "H", "H", "H"], "coordinates": [[-0.11, 0.15, 0.00], [-1.26, 1.62, 0.00], [-2.70, -1.11, 0.00], [0.36, 0.17, 1.99], [1.85, -0.31, 0.00], [0.35, 0.17, -1.99], [-1.35, -1.24, 0.00], [-2.63, 1.52, 0.00], [2.43, -0.61, -1.18], [2.44, -0.61, 1.18], [-0.11, 0.67, 4.27], [-2.21, -3.29, 0.00], [1.20, 0.38, 4.61], [1.62, -0.17, -2.33], [-0.12, 0.66, -4.27], [1.19, 0.36, -4.61], [-3.23, -2.32, 0.00], [-0.93, 2.95, 0.00], [1.63, -0.16, 2.33], [-0.50, 0.56, -2.95], [3.63, -1.30, -1.21], [3.64, -1.29, 1.21], [2.09, -0.05, 3.63], [4.23, -1.63, 0.00], [-3.13, 2.74, 0.00], [2.08, -0.06, -3.63], [-2.08, 3.69, 0.00], [-0.50, 0.57, 2.95], [-1.04, -2.58, 0.00], [-3.54, 0.23, 0.00], [-4.30, -2.47, 0.00], [3.11, -0.30, -3.88], [-0.02, -2.93, 0.00], [-1.51, 0.80, 2.65], [-2.18, 4.76, 0.00], [3.12, -0.28, 3.87], [0.09, 3.28, 0.00], [4.10, -1.56, 2.15], [-0.82, 0.99, 5.02], [-2.33, -4.36, 0.00], [-1.51, 0.79, -2.64], [-4.19, 0.25, -1.00], [-4.19, 2.91, 0.00], [-4.19, 0.25, 1.00], [4.09, -1.57, -2.15], [-0.83, 0.98, -5.02], [5.17, -2.17, 0.00], [1.53, 0.46, -5.64], [1.54, 0.48, 5.63]]}

Record 8
{"formula": "C21H19BiN9O4S3", "method": "ωB97M-V with the def2-TZVPD basis set", "total_charge": 1, "e_tot_ha": -3014.5231, "fmax_ha_per_bohr": 0.0281, "symbols": ["Bi", "S", "S", "S", "O", "O", "O", "O", "N", "N", "N", "N", "N", "N", "N", "N", "N", "C", "C", "C", "C", "C", "C", "C", "C", "C", "C", "C", "C", "C", "C", "C", "C", "C", "C", "C", "C", "C", "H", "H", "H", "H", "H", "H", "H", "H", "H", "H", "H", "H", "H", "H", "H", "H", "H", "H", "H"], "coordinates": [[0.14, -0.11, -0.06], [-2.02, 0.36, -4.39], [-1.90, -1.46, 1.15], [1.72, -4.24, -1.92], [0.62, -1.60, 3.93], [1.87, -0.06, -1.64], [0.29, 0.02, 2.44], [3.79, -0.99, -2.23], [-2.29, -0.77, 3.65], [-2.98, 1.15, -1.96], [-1.80, 1.52, 1.01], [-0.32, 2.31, -1.08], [-2.16, 1.00, 2.19], [2.11, -1.00, 0.85], [0.30, -2.30, -1.05], [1.04, -3.75, 0.65], [-1.28, -0.45, -2.08], [0.93, -0.97, 2.94], [-1.67, 2.78, 0.82], [-0.53, -1.16, -2.99], [-0.93, 4.66, -2.37], [3.24, -2.07, 2.63], [2.15, -1.38, 2.12], [-2.05, -0.34, 2.42], [-0.79, -0.85, -4.29], [-1.48, 4.38, -1.12], [4.29, -2.35, 1.77], [-1.98, 3.81, 1.87], [0.95, -3.35, -0.63], [1.05, -3.12, -3.06], [2.94, -0.73, -1.42], [-2.12, 0.36, -2.64], [0.31, -2.18, -2.42], [4.24, -1.92, 0.45], [-1.15, 3.17, -0.50], [3.11, -1.24, 0.02], [-0.07, 3.74, -2.95], [0.21, 2.57, -2.26], [0.37, -3.37, 1.31], [-3.00, 3.70, 2.22], [3.23, -2.38, 3.66], [-1.84, 4.82, 1.49], [0.38, 3.92, -3.91], [5.05, -2.09, -0.25], [-2.12, -1.75, 3.84], [0.88, 1.81, -2.64], [-0.35, -1.23, -5.18], [1.25, -3.23, -4.10], [-3.08, 0.93, -0.98], [-3.80, 1.47, -2.45], [5.15, -2.89, 2.13], [-2.15, 5.09, -0.66], [-1.17, 5.58, -2.87], [-1.31, 3.69, 2.72], [1.41, -4.66, 0.85], [-2.22, 1.60, 3.01], [-2.24, -0.15, 4.44]]}

Record 9
{"formula": "C21H19CdI2N8O7", "method": "ωB97M-V with the def2-TZVPD basis set", "total_charge": -1, "e_tot_ha": -2539.5556, "relative_energy_kcal_mol": 0.00, "fmax_ha_per_bohr": 0.0643, "symbols": ["I", "I", "Cd", "O", "O", "O", "O", "O", "O", "O", "N", "N", "N", "N", "N", "N", "N", "N", "C", "C", "C", "C", "C", "C", "C", "C", "C", "C", "C", "C", "C", "C", "C", "C", "C", "C", "C", "C", "C", "H", "H", "H", "H", "H", "H", "H", "H", "H", "H", "H", "H", "H", "H", "H", "H", "H", "H", "H"], "coordinates": [[1.21, -7.18, -2.27], [1.58, -3.46, 2.33], [-0.52, -0.32, -0.27], [-1.04, 1.44, -1.73], [0.85, 1.22, 3.67], [1.64, 0.30, 1.90], [-1.65, 5.55, 2.89], [-2.74, 4.37, 4.52], [-2.28, 3.33, -1.65], [-0.65, -2.24, 0.78], [0.96, 4.53, 1.28], [-1.76, 1.08, 1.06], [1.20, 1.28, 2.50], [-1.32, -1.48, -2.25], [1.12, 4.28, -0.11], [1.29, -0.98, -1.61], [0.63, 3.92, 3.48], [1.16, 2.37, 1.71], [1.08, -5.28, -0.03], [-0.33, -1.65, -3.25], [-0.45, -4.81, -1.82], [-0.28, -3.30, 0.10], [3.60, -1.37, -1.75], [-2.24, 3.40, 1.15], [-2.19, 2.10, 3.16], [0.50, -5.58, -1.22], [-1.74, 2.37, -1.13], [-1.91, 0.98, 2.40], [-2.21, 4.55, 3.40], [3.31, -2.10, -2.95], [2.53, -0.88, -1.10], [-0.88, -3.69, -1.16], [0.84, 3.54, 2.20], [-2.28, 3.33, 2.49], [1.09, -1.53, -2.82], [2.09, -2.16, -3.54], [-1.90, 2.24, 0.44], [0.68, -4.15, 0.61], [-1.90, -2.75, -1.82], [-0.74, -4.99, -2.83], [-2.74, -2.58, -1.17], [-2.28, 2.13, 4.22], [1.85, -2.66, -4.52], [-2.34, -3.27, -2.65], [0.21, 4.06, -0.49], [-0.12, 4.59, 3.64], [-0.39, -2.63, -3.69], [-1.66, -0.01, 2.77], [1.82, -5.93, 0.47], [-2.45, 4.28, 0.62], [1.72, 3.46, -0.19], [-0.51, -0.91, -4.06], [4.22, -2.65, -3.24], [2.55, -0.50, -0.08], [-2.05, -0.85, -2.56], [0.60, 3.12, 4.08], [4.60, -1.37, -1.43], [0.64, 5.45, 1.52]]}